Molecular formula: C14H32CuN6O6S
Method: DFT, ωB97M-V with the def2-TZVPD basis set

Cartesian coordinates (Å):
C  0.355  2.719  -2.984
H  -0.128  -1.772  4.554
H  -2.391  -3.324  0.435
H  -4.236  0.253  0.952
H  -0.649  -0.094  4.301
C  2.906  1.113  1.238
H  -5.006  -0.661  -0.400
N  0.059  -0.021  1.686
H  -3.526  -2.745  1.697
H  2.386  0.756  2.137
C  0.897  1.659  -2.090
C  -3.435  1.103  -1.413
H  -1.597  -1.435  3.624
N  2.187  -0.137  -1.506
H  4.795  0.511  0.619
H  2.873  4.662  2.275
C  -2.354  -1.066  -0.890
H  -3.098  1.454  -0.428
H  1.183  3.233  -3.491
H  -0.293  2.302  -3.768
O  2.960  -1.194  -1.764
H  3.287  -0.121  -3.869
H  -0.214  3.455  -2.405
C  1.910  0.712  -2.484
H  2.923  3.892  3.605
O  3.976  0.021  0.804
H  2.839  -1.781  -0.895
N  0.479  1.432  -0.845
H  0.788  -3.944  2.837
O  2.524  -2.507  0.386
H  -2.750  0.416  -3.815
O  -1.046  0.661  1.701
Cu  1.419  0.135  0.278
N  -3.108  -1.363  0.193
N  1.804  -1.639  1.006
H  1.712  -2.973  4.001
C  0.245  -1.002  2.593
H  -4.529  1.000  -1.430
H  -4.898  -1.361  1.227
O  3.397  3.997  2.764
C  2.530  0.670  -3.842
C  -2.690  -2.466  1.050
H  -1.826  -2.177  1.664
H  1.783  0.469  -4.624
H  -1.142  0.387  -3.026
C  -4.380  -0.735  0.495
C  -2.118  -0.117  -3.099
C  1.582  -3.190  2.934
C  -0.577  -1.084  3.831
H  2.343  1.574  0.388
H  -0.867  1.512  0.477
C  1.238  -1.950  2.187
H  2.510  -3.611  2.533
N  -2.794  -0.148  -1.805
H  3.421  2.006  1.623
O  -0.672  2.006  -0.437
H  -1.952  -1.144  -3.434
H  -3.169  1.869  -2.153
H  3.005  1.634  -4.076
S  -0.868  -1.852  -1.119

<S²>	0.76
multiplicity	2
DFT total energy	-91729.25214	eV
energy relative to the best compared isomer or geometry (same formula, charge and spin)	1.7234	eV
HOMO (spin up / spin down)	-6.571 / -6.480	eV
net charge	0
gap between HOMO and LUMO (spin up / spin down)	6.5 / 6.4	eV